{"formula": "C18H23AlNO2SeSiTe", "method": "ωB97M-V with the def2-TZVPD basis set", "e_homo_ev": -11.491, "orbital_gap_ha": 0.321, "charge": 1, "lumo_ev": -2.75, "elements": ["Al", "C", "Si", "C", "C", "Se", "H", "H", "H", "H", "H", "H", "H", "H", "H", "Te", "C", "C", "C", "C", "C", "C", "C", "C", "C", "C", "C", "C", "H", "H", "H", "H", "H", "H", "H", "H", "H", "H", "N", "C", "H", "C", "O", "C", "O", "H", "H", "H"], "xyz": [[0.56576, -0.32004, -1.05166], [-3.80001, -1.75785, -3.29884], [-2.31439, -2.18890, -2.30307], [-0.92774, -2.80981, -3.35482], [-2.69916, -3.32326, -0.90572], [-1.67989, -0.16323, -1.39073], [-4.31977, -2.68131, -3.57373], [-3.51885, -1.23792, -4.21610], [-4.49975, -1.13037, -2.74496], [-1.23252, -3.71831, -3.88393], [-0.04730, -3.05354, -2.75616], [-0.65228, -2.06188, -4.10118], [-3.21371, -4.21914, -1.26631], [-3.34754, -2.82778, -0.18153], [-1.78558, -3.63542, -0.39576], [1.83597, 0.54700, 1.23559], [0.55308, 0.28157, 2.86038], [-0.80345, 0.04461, 2.66457], [-1.63200, -0.04199, 3.77517], [-1.10453, 0.10095, 5.05182], [0.25375, 0.32052, 5.23134], [1.09733, 0.41074, 4.13104], [1.45663, 2.61155, 0.99759], [2.48638, 3.52108, 1.19864], [2.22772, 4.88254, 1.08144], [0.94919, 5.32203, 0.77297], [-0.07911, 4.40560, 0.57501], [0.17073, 3.04445, 0.68492], [-1.21480, -0.07791, 1.66941], [-2.68978, -0.22561, 3.64048], [-1.75628, 0.03590, 5.91300], [0.66246, 0.41868, 6.22824], [2.15659, 0.58262, 4.27223], [3.48398, 3.18285, 1.44882], [3.02703, 5.59522, 1.23773], [0.74967, 6.38266, 0.69370], [-1.07793, 4.74802, 0.33599], [-0.64391, 2.34106, 0.54344], [1.20594, 2.33124, -2.88035], [1.03439, 1.53403, -2.07262], [1.31609, 3.05601, -3.56362], [3.30737, -3.41817, -1.92291], [2.18031, -3.18021, -1.02157], [1.58928, -2.03372, -1.09033], [2.02571, -1.13358, -1.89490], [3.57835, -4.45239, -1.75193], [4.12638, -2.75194, -1.66901], [3.00022, -3.25661, -2.95180]], "forces_ev_per_angstrom": [[0.42, -0.27, 0.25], [-0.28, -0.04, -0.22], [0.21, 0.10, 0.17], [0.17, -0.16, -0.24], [-0.09, -0.26, 0.21], [-0.10, 0.46, 0.13], [-0.01, 0.07, -0.04], [-0.04, 0.02, 0.02], [0.01, -0.02, -0.01], [0.04, 0.03, 0.02], [-0.07, -0.04, -0.07], [0.04, -0.04, -0.01], [0.04, 0.02, 0.04], [-0.01, -0.05, 0.02], [-0.03, 0.01, 0.04], [0.04, 0.23, -0.25], [-0.17, -0.10, -0.08], [0.01, -0.01, 0.14], [0.03, -0.02, -0.02], [-0.01, 0.00, -0.02], [0.06, 0.00, -0.03], [-0.16, -0.02, 0.12], [-0.04, -0.05, 0.04], [0.01, 0.04, -0.06], [0.00, -0.06, -0.02], [-0.05, -0.03, -0.01], [0.07, -0.01, -0.01], [-0.01, 0.11, 0.02], [0.00, 0.02, 0.01], [0.00, 0.01, 0.00], [0.01, -0.01, -0.01], [-0.01, 0.01, -0.01], [0.00, 0.00, -0.01], [-0.01, -0.01, 0.01], [-0.02, -0.01, 0.01], [-0.01, -0.01, -0.01], [0.02, 0.01, 0.02], [0.05, -0.02, 0.01], [-0.02, 0.14, 0.10], [0.05, -0.15, -0.17], [0.02, 0.02, -0.01], [-0.08, -0.04, 0.12], [0.03, 0.08, -0.21], [-0.17, -0.13, 0.34], [0.05, 0.19, -0.32], [0.03, -0.01, -0.01], [0.01, 0.02, 0.01], [-0.03, 0.00, -0.01]]}